Computed, not measured: a cluster of 3 separate species, C13H36N3O5P in total at a distorted geometry, with ωB97M-V/def2-TZVPD.

XYZ file:
```
58
C13H36N3O5P, DFT ωB97M-V/def2-TZVPD
C 1.439 -0.479 -2.951
O 0.392 -0.013 -3.797
C 0.341 1.398 -3.927
C -1.063 1.958 -3.715
O -1.258 2.649 -2.506
C -1.080 1.877 -1.311
C -0.180 2.591 -0.331
N 1.016 1.773 0.025
P -2.354 0.678 -4.017
O -2.657 -0.224 -2.888
H 2.378 0.024 -3.149
H 1.594 -1.531 -3.127
H 1.167 -0.315 -1.920
H 0.639 1.641 -4.943
H 1.027 1.905 -3.260
H -1.200 2.698 -4.498
H -2.052 1.767 -0.848
H -0.734 0.874 -1.497
H -0.741 2.760 0.579
H 0.109 3.563 -0.702
H 1.743 2.421 0.316
H 0.793 1.277 0.881
H -3.469 1.394 -4.493
H -1.876 -0.028 -5.138
C -1.375 2.372 3.766
O -2.007 1.468 2.878
C -3.109 0.759 3.413
C -4.436 1.531 3.404
C -4.540 2.599 4.488
N -4.717 2.142 2.102
H -1.377 2.006 4.796
H -1.843 3.358 3.723
H -0.340 2.482 3.441
H -3.225 -0.116 2.769
H -2.870 0.389 4.418
H -5.222 0.794 3.598
H -3.975 3.495 4.232
H -5.579 2.903 4.615
H -4.178 2.227 5.448
H -4.772 1.417 1.392
H -3.907 2.695 1.836
C 3.933 -4.879 -1.891
O 3.056 -3.804 -1.614
C 2.554 -3.747 -0.294
C 3.490 -3.083 0.725
C 4.660 -3.960 1.158
N 4.006 -1.796 0.246
H 3.651 -5.780 -1.338
H 4.970 -4.620 -1.665
H 3.866 -5.090 -2.958
H 1.648 -3.139 -0.358
H 2.246 -4.748 0.038
H 2.886 -2.884 1.615
H 5.445 -3.996 0.403
H 5.110 -3.561 2.067
H 4.335 -4.982 1.364
H 3.229 -1.164 0.070
H 4.418 -1.950 -0.671
```

Output
multiplicity: 1
structure (SMILES): COC[C@H](OCCN)[PH2]=O.COC[C@@H](C)N.COC[C@@H](C)N
DFT total energy: -1398.63642 a.u.
frontier orbital gap: 9.788 eV
HOMO: -0.336 hartree